{
  "formula": "C9H20N3O4Pt",
  "method": "ωB97M-V/def2-TZVPD",
  "charge": 1,
  "de_lowest_kj_mol": 0.0,
  "gap_ev": [9.32, 8.04],
  "multiplicity": 3,
  "homo_ev": [-11.900, -12.229],
  "s_squared": 2.00,
  "mol_weight_da": 429.354,
  "symbols": ["H", "O", "O", "H", "H", "H", "H", "H", "H", "N", "H", "H", "H", "H", "H", "C", "C", "H", "N", "C", "H", "N", "H", "H", "O", "C", "Pt", "C", "C", "C", "C", "H", "H", "H", "C", "H", "O"],
  "positions_angstrom": [[-2.1020, 3.5843, -2.0356], [-0.2843, 2.0153, -0.2734], [-0.2815, -1.9135, -0.4581], [2.8869, -3.7150, -1.2314], [4.6779, -2.9430, 0.6181], [-0.1738, -1.8674, 2.8691], [2.1598, 2.0270, -3.2788], [-1.0637, 4.8702, -1.4185], [4.9115, -1.2002, 0.3798], [2.3886, -2.8954, -0.9315], [1.4910, 3.9480, -3.7905], [-1.9263, 3.8074, -0.2885], [-0.8930, 0.8619, 2.0648], [-2.5272, -2.4232, 1.8701], [-2.2956, -0.9602, 0.8946], [1.6907, 1.9218, -2.3079], [-1.4042, 3.8532, -1.2379], [0.6497, 4.9962, -2.6662], [0.6382, 2.9264, -2.1763], [3.0209, -1.9420, -0.2706], [1.2723, 0.9198, -2.2897], [-0.2458, 0.0827, 2.0948], [-0.2722, 3.9828, -3.7902], [-1.5510, -0.9307, 3.4252], [2.4571, -0.9122, 0.2031], [-0.9348, -1.1552, 2.5567], [0.4504, -0.0207, 0.0038], [4.4997, -2.1033, -0.0575], [-0.9208, -2.5766, 0.5049], [-1.7854, -1.7546, 1.4448], [-0.2807, 2.8577, -1.2155], [1.3675, -2.8684, -0.9961], [4.9978, -2.3166, -1.0035], [0.5105, 0.3342, 2.7170], [0.6143, 4.0275, -3.1583], [2.4498, 2.0091, -1.5323], [-0.7900, -3.7671, 0.6632]],
  "forces_ev_per_a": [[0.038, 0.041, 0.009], [0.296, -0.090, -0.345], [0.050, -0.234, 0.261], [0.002, -0.021, -0.014], [-0.004, 0.045, -0.036], [0.064, -0.009, 0.012], [0.064, 0.110, -0.035], [-0.016, -0.018, 0.018], [-0.012, 0.013, -0.002], [-0.410, 0.242, 0.074], [0.025, -0.058, -0.005], [-0.015, -0.012, 0.007], [-0.100, 0.108, 0.128], [-0.038, -0.027, 0.059], [-0.079, 0.001, 0.039], [-0.004, 0.033, 0.068], [-0.027, -0.005, 0.029], [0.018, -0.010, 0.054], [-0.059, 0.003, -0.005], [-0.109, 0.408, 0.342], [-0.171, -0.240, 0.093], [-0.076, -0.218, -0.237], [-0.008, -0.048, 0.031], [-0.017, 0.093, 0.065], [0.141, -0.506, -0.286], [0.019, 0.109, -0.004], [0.081, -0.010, -0.211], [-0.050, -0.041, -0.008], [0.361, -0.020, -0.260], [0.061, 0.096, -0.149], [-0.102, 0.202, 0.123], [0.058, 0.012, 0.087], [0.008, -0.012, 0.022], [0.101, 0.038, 0.110], [-0.049, -0.109, 0.040], [-0.007, 0.058, 0.070], [-0.033, 0.076, -0.142]]
}

{
  "formula": "C9H20N5O3Se2Ti",
  "method": "ωB97M-V/def2-TZVPD",
  "charge": 3,
  "de_lowest_kj_mol": 19.2,
  "gap_ev": 7.89,
  "multiplicity": 1,
  "homo_ev": -20.304,
  "mol_weight_da": 452.078,
  "symbols": ["H", "O", "H", "H", "H", "C", "H", "H", "C", "Se", "H", "C", "H", "H", "C", "N", "H", "H", "C", "Ti", "H", "H", "H", "H", "C", "H", "C", "H", "Se", "H", "N", "C", "C", "N", "O", "O", "H", "N", "H", "N"],
  "positions_angstrom": [[1.7098, -1.7919, -3.7185], [-1.3001, 1.0276, 1.6376], [-4.7232, 2.3370, -0.1668], [0.6419, 3.4030, 2.0300], [-4.7212, -0.6416, 0.8493], [1.5436, 0.6156, 2.8756], [0.4315, 3.0113, -3.1434], [2.4655, -1.3086, 2.4432], [1.5043, -0.8897, 2.7376], [0.2226, -1.5035, 1.3602], [0.8293, -3.0193, -0.5313], [0.5174, 1.9436, -3.0117], [-3.5504, 2.0853, -1.4697], [2.2789, -2.0635, -0.0397], [-3.2925, 0.8348, 0.2746], [0.5273, -0.0143, -2.1030], [1.6293, 3.8455, 0.5892], [-4.8465, 0.9025, -1.1810], [1.4140, -2.6273, 0.2973], [-0.2750, 0.6637, -0.0406], [-4.6296, 0.7399, 1.9233], [0.6146, 1.0402, 3.2487], [1.7114, -3.4468, 0.9494], [-2.6422, -1.0121, -0.4075], [-4.1432, 1.5859, -0.7075], [0.8918, -1.0925, -5.0338], [-2.0559, 1.5898, 0.7730], [2.4273, 3.6016, 2.1658], [1.9055, 1.4083, 1.1204], [1.1825, -1.3571, 3.6676], [0.9011, -1.2645, -4.0315], [1.5993, 3.2993, 1.5279], [-4.0277, 0.0527, 1.3262], [0.7726, -0.0848, -3.3727], [-1.4022, 2.2827, -0.0834], [-2.3230, -0.0989, -0.5005], [2.3659, 0.9155, 3.5272], [0.7806, 1.0840, -3.9807], [-3.3574, -0.4859, 1.9941], [0.3913, 1.2842, -1.8501]],
  "forces_ev_per_a": [[0.046, 0.022, -0.030], [-0.109, 0.048, 0.179], [-0.001, -0.003, -0.001], [0.002, 0.020, 0.003], [0.003, -0.005, 0.002], [0.002, -0.022, 0.009], [0.006, 0.000, -0.003], [-0.003, -0.008, -0.002], [-0.010, 0.027, -0.013], [-0.010, -0.088, 0.034], [0.017, -0.004, -0.011], [0.047, -0.018, -0.039], [-0.001, -0.003, -0.002], [0.000, 0.001, -0.006], [0.036, -0.011, -0.035], [0.009, 0.103, 0.115], [0.001, 0.004, 0.000], [0.002, -0.002, -0.002], [-0.022, 0.009, 0.012], [0.010, 0.017, -0.226], [0.001, 0.001, -0.002], [0.001, 0.005, -0.002], [0.000, 0.000, 0.001], [-0.001, 0.000, -0.016], [-0.008, 0.014, 0.012], [0.053, 0.000, -0.012], [0.083, -0.071, 0.064], [-0.002, 0.010, 0.001], [-0.068, 0.051, -0.011], [0.003, 0.004, 0.005], [-0.130, -0.098, 0.024], [0.006, -0.067, -0.006], [-0.011, 0.008, 0.003], [0.023, 0.027, 0.004], [0.018, -0.031, 0.003], [0.006, 0.004, 0.032], [0.004, 0.000, -0.004], [-0.032, -0.016, 0.029], [0.000, -0.006, -0.002], [0.030, 0.077, -0.107]]
}

{
  "formula": "C9H20NO2S",
  "method": "ωB97M-V/def2-TZVPD",
  "charge": -1,
  "de_lowest_kj_mol": 248.5,
  "gap_ev": [6.41, 6.60],
  "multiplicity": 1,
  "homo_ev": [-3.120, -3.339],
  "mol_weight_da": 206.331,
  "symbols": ["C", "H", "H", "O", "H", "H", "H", "H", "H", "H", "C", "H", "H", "N", "H", "H", "C", "H", "C", "H", "H", "C", "O", "H", "C", "C", "S", "H", "C", "H", "H", "C", "H"],
  "positions_angstrom": [[-1.4277, 0.6353, 0.0500], [2.4213, -0.8350, 0.3828], [1.8157, 2.0735, 0.8326], [-1.0224, 2.0833, -2.7975], [-1.2433, -2.3526, 0.8009], [2.1778, -0.8773, -1.3290], [0.0351, 2.4753, 1.2644], [-2.5138, -0.6682, 1.5295], [-3.4710, 0.3054, 0.5395], [-1.4635, 1.5698, 0.6405], [1.9098, -1.3433, -0.3509], [-1.2054, -1.3202, -1.7239], [0.0035, -3.4437, 0.7467], [1.0339, 1.2263, -1.6750], [1.9529, 1.4261, -1.2755], [0.1697, -1.8554, 1.7544], [0.4555, 0.6091, 1.7161], [0.4221, -0.6751, -2.0697], [0.9674, 1.9828, 1.5380], [1.2829, -0.0075, 2.1686], [2.1478, -2.4177, -0.3369], [-0.1114, -1.4148, -1.5928], [0.7565, 3.7201, -2.0710], [0.2214, -2.3934, -1.9037], [-2.5698, -0.2246, 0.6109], [-0.1649, -2.3509, 0.8960], [0.3812, 2.3670, -2.5647], [-1.4768, 0.9830, -0.9747], [0.3600, -1.3029, -0.1702], [-0.2229, 0.6423, 2.4844], [1.4018, 2.5047, 2.5392], [-0.1110, 0.0120, 0.4127], [-2.9124, -1.1334, -0.0717]],
  "forces_ev_per_a": [[0.558, -0.169, 1.705], [1.248, 0.982, 1.933], [-0.958, 0.053, 0.017], [-1.126, -0.103, 0.030], [-0.316, 0.468, 0.421], [-0.149, -0.539, 0.811], [0.782, 1.194, -0.504], [0.795, -0.628, 2.665], [-1.459, 1.243, 0.347], [-0.190, -0.192, -0.317], [-1.522, -1.377, -1.629], [0.502, -0.041, -0.018], [1.023, 0.744, 0.248], [-0.210, -0.259, -0.171], [-0.364, 0.655, -0.466], [0.294, -0.482, 2.022], [3.135, -2.763, -1.400], [0.486, 1.513, -1.599], [1.368, 2.279, 1.733], [-0.546, 0.048, -0.639], [0.487, 0.303, -0.125], [-2.004, -2.235, 1.155], [-0.606, -0.220, -0.287], [-0.100, -0.544, -0.628], [-1.304, -1.392, -4.878], [-0.541, -0.491, -2.908], [2.686, 0.741, 0.560], [-0.479, -0.564, -0.268], [0.284, 0.711, 0.672], [-2.333, -0.058, 1.838], [-1.245, -1.311, -1.893], [0.559, 0.959, 0.660], [1.245, 1.477, 0.911]]
}

{
  "formula": "C9H20NO2S",
  "method": "ωB97M-V/def2-TZVPD",
  "charge": 1,
  "de_lowest_kj_mol": 289.4,
  "gap_ev": [6.31, 6.31],
  "multiplicity": 1,
  "homo_ev": [-12.596, -12.597],
  "mol_weight_da": 206.331,
  "symbols": ["H", "H", "C", "H", "H", "H", "C", "H", "C", "O", "H", "C", "H", "H", "C", "H", "H", "O", "H", "C", "C", "H", "H", "N", "H", "H", "H", "H", "C", "S", "C", "H", "H"],
  "positions_angstrom": [[3.5949, -1.1965, 1.6264], [3.2818, 1.4378, 2.0492], [3.0076, 1.1973, 1.0395], [2.1852, -2.0075, 1.3715], [-1.4702, -1.0654, -3.0205], [0.8107, 0.3435, -0.6199], [0.6621, 1.1673, 2.7190], [2.6219, 2.0666, 0.7742], [-2.5782, -0.2299, -1.4593], [-2.2102, 0.7625, 1.5314], [-2.1882, 2.0238, -1.3147], [1.5137, -0.3757, -0.3535], [1.3709, 1.8874, 3.0302], [1.0230, -1.3225, -0.3272], [-3.9503, -0.2346, -0.9397], [-4.0789, -1.2094, -0.5322], [2.3168, -0.5549, -1.0283], [-2.0048, -1.6807, 1.3731], [2.4361, -1.0402, 2.8978], [2.0296, 0.0363, 1.0631], [-1.8649, -1.3648, -2.0601], [-4.4927, -0.1232, -1.8774], [-0.9709, 0.9299, -1.9496], [0.8359, 0.3951, 1.7724], [-0.4402, 1.3324, 3.0884], [-4.1425, 0.5652, -0.2593], [-2.3661, 1.3929, -2.9655], [3.9247, 0.8609, 0.4018], [-2.0217, 1.1244, -1.8284], [-1.7481, -0.4089, 0.8365], [2.5862, -1.1530, 1.8528], [-2.5922, -2.1420, -2.3051], [-1.1585, -1.8830, -1.5426]],
  "forces_ev_per_a": [[2.302, -0.141, -0.109], [0.834, -0.441, 0.682], [3.085, -4.401, 0.097], [-0.714, -1.266, 0.465], [0.483, 0.298, -0.135], [-0.892, 1.454, -1.102], [-3.079, 1.310, 0.274], [-1.935, 3.823, -2.263], [0.689, 2.949, -0.142], [0.186, -0.416, -0.359], [-0.716, 0.719, 1.332], [1.525, -0.647, 1.822], [1.051, 0.550, 0.843], [-0.631, -0.815, 0.477], [1.182, -1.049, -0.543], [-1.043, -0.714, 0.439], [0.670, 0.509, -0.811], [-0.075, -1.647, 0.461], [-0.227, -0.238, 0.776], [-0.397, 0.164, -0.097], [-3.214, 0.159, -2.307], [-0.614, -0.009, -0.149], [0.688, 0.482, -0.125], [-2.101, -1.494, -0.788], [2.076, -0.473, -0.413], [-0.299, 0.524, 0.235], [0.522, -1.010, 2.427], [-1.498, 1.030, 1.270], [0.156, -1.447, -3.529], [0.682, 2.434, 0.791], [-0.670, 0.811, -1.527], [-0.240, -0.093, 0.121], [2.215, -0.913, 1.889]]
}

{
  "formula": "C9H20NOPS",
  "method": "ωB97M-V/def2-TZVPD",
  "charge": 0,
  "gap_ev": 8.76,
  "multiplicity": 1,
  "homo_ev": -8.833,
  "mol_weight_da": 221.306,
  "symbols": ["H", "H", "C", "H", "H", "H", "N", "H", "H", "C", "H", "H", "S", "C", "H", "H", "H", "P", "O", "H", "H", "H", "H", "C", "C", "H", "H", "C", "C", "H", "H", "C", "C"],
  "positions_angstrom": [[1.6324, -0.7047, -2.8932], [1.5604, -0.2767, -0.2928], [-2.3052, -0.2182, 0.4521], [-2.6400, -2.7638, 1.7261], [-0.7611, -1.5322, 0.4128], [-3.0165, 0.2255, 1.3512], [0.4709, 0.9294, -2.6523], [-1.8529, 0.9739, -3.0200], [2.5742, 0.7444, -2.9778], [-0.9911, -2.7628, 2.8561], [2.7643, 1.8578, 0.2402], [-0.4983, -2.0317, 3.3649], [-1.0846, -1.7391, -2.4483], [1.7276, 0.2601, -2.5624], [-0.3741, -3.1818, 2.1947], [0.4674, 1.7794, 0.0173], [-0.4849, -0.3621, 1.6813], [-1.0095, 0.1664, -2.2707], [-1.8540, 0.8392, -0.2932], [-1.5365, -3.5505, 3.4744], [3.1455, -0.4664, -1.1232], [1.0990, 2.7699, -2.9073], [-2.9060, -0.8045, -0.2186], [2.2610, 0.2022, -1.0983], [-2.1148, -1.9842, 2.1663], [-0.6029, 2.7552, -2.3659], [-2.6821, -1.5464, 2.9455], [0.4873, 2.3702, -2.1854], [-1.2836, -1.0554, 1.1923], [1.1064, 3.3755, -0.5275], [2.8913, 2.3348, -1.5249], [1.0050, 2.3895, -0.7335], [2.3483, 1.6818, -0.7160]],
  "forces_ev_per_a": [[-0.268, -2.309, -1.306], [0.785, 0.541, -1.727], [-1.495, 1.390, 2.283], [-1.590, -0.713, -1.632], [0.809, -1.505, -0.552], [1.227, -0.707, -2.342], [-2.449, 0.660, 0.493], [-0.326, 0.165, 0.185], [0.167, 0.856, -1.534], [-4.980, -0.945, 2.263], [0.859, 0.104, 0.937], [1.759, 1.390, 2.230], [-0.107, 0.417, 0.015], [0.111, -0.124, 3.466], [2.357, -1.899, -2.636], [-1.026, 0.993, -0.700], [-1.602, -1.144, -0.243], [0.622, 0.494, 1.928], [2.188, 0.437, -3.228], [1.402, 0.866, -0.217], [0.011, 1.008, 0.312], [1.695, 1.826, -1.175], [-0.678, -1.007, 0.194], [-1.530, -0.314, 0.904], [4.443, 0.014, -0.558], [1.981, -0.382, 0.639], [-0.697, 1.091, 0.288], [-3.650, -2.713, 1.199], [-1.583, 1.924, 1.022], [0.371, 2.982, 1.479], [0.159, -1.550, 1.462], [-0.459, -3.454, -1.279], [1.492, 1.605, -2.168]]
}

{
  "formula": "C9H20NOS",
  "method": "ωB97M-V/def2-TZVPD",
  "charge": 1,
  "de_lowest_kj_mol": 50.3,
  "gap_ev": 9.15,
  "multiplicity": 1,
  "homo_ev": -12.274,
  "mol_weight_da": 190.332,
  "symbols": ["H", "C", "C", "H", "H", "H", "C", "C", "H", "H", "H", "H", "H", "H", "H", "H", "H", "O", "C", "C", "C", "H", "S", "N", "C", "H", "H", "H", "H", "C", "H", "H"],
  "positions_angstrom": [[-0.6032, -2.7081, -2.2854], [0.9014, -1.0519, -0.8240], [-0.2471, -0.6346, -1.7259], [1.6076, -1.6017, -1.5565], [-3.5430, -0.9113, 2.0503], [2.0082, -0.5659, 1.8242], [2.3764, 0.9536, -1.2658], [-1.8216, 1.9759, 0.5595], [-2.3514, -1.5085, 3.4383], [2.5774, 2.0158, -0.9663], [-2.5407, 0.2922, 3.1450], [-1.9393, -2.0075, -1.1838], [3.0999, 0.6219, 1.2818], [-1.8885, 2.7470, -0.1649], [3.4206, 0.6044, -1.3293], [-2.8770, 1.6278, 0.6582], [1.7926, 0.9384, -2.2331], [-1.0824, 0.3727, -1.0615], [2.5780, -0.2887, 0.9119], [-1.1976, -1.8088, -2.0183], [-2.5929, -0.7829, 2.6897], [3.3619, -0.9748, 0.6305], [-1.1413, -0.9543, 1.6838], [0.5673, 1.0195, 0.4988], [1.6218, 0.1424, -0.2256], [-1.7545, -1.5179, -2.9358], [0.3580, -1.8011, -0.2471], [0.0435, -0.2243, -2.7531], [0.7389, 0.8626, 1.4872], [-0.9179, 0.7892, 0.2004], [0.9345, 1.9459, 0.2521], [-1.4895, 2.4332, 1.4645]],
  "forces_ev_per_a": [[-0.434, 0.402, 0.335], [0.185, -0.772, -2.890], [-0.785, -0.171, -0.881], [-0.807, 0.725, 1.472], [1.401, -0.108, 1.511], [0.326, -0.734, -0.718], [-0.226, 0.908, -0.662], [-0.641, -1.860, 0.327], [-0.680, -0.502, 0.627], [-0.645, -0.665, -0.069], [-0.527, -2.095, -0.517], [1.160, 0.173, -0.891], [-0.005, -0.287, -0.421], [0.488, 0.526, -1.187], [-0.661, -0.424, -0.500], [0.886, 0.023, 0.198], [1.147, 0.166, 0.849], [-0.050, 0.937, -0.082], [-0.410, 1.819, 1.090], [-0.474, 0.080, -0.529], [-1.018, 3.197, -1.057], [-0.191, -0.450, -0.145], [1.153, 1.581, -2.200], [0.766, 0.419, -0.601], [0.445, -1.495, 1.376], [0.046, -0.410, 0.690], [1.082, 0.156, 1.133], [-0.205, -0.033, 1.675], [-0.408, 0.109, 0.304], [-0.137, -1.629, 0.667], [-0.865, 0.289, 0.218], [0.085, 0.125, 0.879]]
}